Molecular formula: C20H31Cd2Cl4F3O30S3
Method: DFT, ωB97M-V/def2-TZVPD

Structure (XYZ):
```
93
C20H31Cd2Cl4F3O30S3 | the Open Molecules 2025 dataset | ωB97M-V/def2-TZVPD
Cd -2.24 0.23 0.52
Cd 0.67 -0.87 -2.64
S -3.05 0.13 3.05
O -3.32 -0.82 1.96
O -4.24 0.79 3.58
O -2.49 -0.48 4.25
O -2.18 1.12 2.37
S -1.88 -1.50 -2.21
O -1.28 -0.30 -2.86
O -2.47 -1.11 -0.93
O -2.86 -2.07 -3.11
O -0.62 -2.30 -2.03
S 0.27 0.77 0.16
O -0.90 1.51 -0.28
O -0.30 -0.36 0.95
O 0.95 0.17 -1.00
O 1.20 1.56 0.95
C -3.38 2.10 -2.82
O -4.43 2.63 -2.02
C -4.57 2.20 -0.77
O -3.90 1.32 -0.28
O -5.53 2.87 -0.20
C -5.86 2.57 1.16
H -3.57 1.04 -3.01
H -2.39 2.20 -2.38
H -3.40 2.66 -3.75
H -6.44 1.66 1.25
H -6.54 3.35 1.49
H -5.00 2.55 1.83
C 2.10 -3.21 -0.01
O 3.37 -2.73 -0.45
C 3.48 -2.22 -1.64
O 2.58 -1.95 -2.40
O 4.78 -2.11 -1.90
C 5.22 -1.72 -3.18
H 1.89 -4.10 -0.59
H 1.27 -2.52 -0.20
H 2.03 -3.42 1.05
H 4.91 -2.45 -3.94
H 6.29 -1.55 -3.20
H 4.70 -0.80 -3.46
C 0.62 3.13 -2.92
O 0.82 2.88 -4.31
C 1.19 1.69 -4.67
O 1.23 0.74 -3.91
O 1.44 1.65 -5.96
C 1.86 0.43 -6.56
H -0.02 2.38 -2.44
H 0.17 4.11 -2.85
H 1.59 3.07 -2.43
H 1.06 -0.27 -6.82
H 2.62 -0.06 -5.97
H 2.34 0.73 -7.49
C 0.16 -1.95 3.51
C 1.59 -1.52 3.27
O 2.36 -2.55 3.81
C 1.59 -3.36 4.58
O 1.93 -4.34 5.16
O 0.33 -2.92 4.56
F 1.84 -0.35 3.95
H -0.31 -2.37 2.62
H -0.52 -1.13 3.71
H 1.75 -1.37 2.21
C 0.41 2.34 3.83
C 1.86 2.80 3.83
O 2.24 2.71 5.18
C 1.14 2.82 5.95
O 1.14 3.04 7.12
O 0.06 2.62 5.19
F 1.97 4.10 3.40
H 0.30 1.31 3.51
H -0.21 2.94 3.17
H 2.52 2.22 3.18
C -2.11 -4.68 -0.62
C -1.76 -3.88 0.66
O -0.63 -4.59 1.13
C -0.57 -5.81 0.58
O 0.25 -6.62 0.90
O -1.49 -5.94 -0.38
F -2.82 -4.01 1.52
H -1.68 -4.20 -1.50
H -3.19 -4.76 -0.72
H -1.60 -2.82 0.53
C 3.93 1.19 -0.25
Cl 5.52 0.62 0.25
Cl 3.88 1.43 -2.03
H 3.20 0.46 0.09
H 3.66 2.11 0.25
C -0.91 4.06 0.16
Cl 0.46 5.14 -0.27
Cl -2.33 4.95 0.75
H -1.21 3.53 -0.74
H -0.57 3.41 0.95
```

Properties
* HOMO energy: -2.619 eV
* DFT total energy: -182549.79644 eV
* LUMO level: 2.91 eV
* spin multiplicity: 1
* frontier orbital gap: 5.53 eV
* charge: -2